1.
{"formula": "C37H51BN10O2PW", "method": "ωB97M-V/def2-TZVPD", "species": ["W", "C", "C", "C", "C", "C", "N", "N", "B", "N", "N", "C", "C", "C", "C", "C", "N", "N", "C", "C", "C", "C", "C", "H", "H", "H", "H", "H", "H", "H", "H", "H", "H", "H", "H", "H", "H", "H", "H", "H", "H", "H", "H", "H", "H", "C", "C", "C", "C", "C", "C", "N", "C", "C", "C", "C", "C", "N", "C", "C", "C", "C", "C", "C", "N", "H", "H", "H", "H", "H", "H", "H", "H", "H", "H", "H", "H", "H", "H", "H", "C", "C", "N", "O", "H", "H", "H", "H", "H", "C", "P", "C", "C", "O", "H", "H", "H", "H", "H", "H", "H", "H", "H"], "xyz": [[-0.089, -0.367, -0.299], [-3.792, -1.757, 0.486], [-2.724, -1.494, 1.489], [-2.898, -1.615, 2.862], [-1.705, -1.226, 3.449], [-1.326, -1.150, 4.885], [-0.859, -0.896, 2.465], [-1.465, -1.063, 1.239], [0.687, -0.893, 2.445], [0.950, -1.636, 1.093], [0.487, -1.909, -1.315], [1.008, -3.109, -1.321], [1.193, -3.881, -2.603], [1.472, -3.620, -0.123], [1.372, -2.868, 1.083], [1.772, -3.582, 2.346], [1.261, 0.485, 2.142], [1.134, 0.892, 0.840], [1.787, 2.079, 0.742], [1.905, 2.916, -0.479], [2.348, 2.380, 1.967], [1.979, 1.363, 2.840], [2.283, 1.191, 4.285], [-3.991, -2.829, 0.432], [-3.526, -1.386, -0.492], [-4.718, -1.280, 0.806], [-3.797, -1.931, 3.365], [-2.193, -1.342, 5.511], [-0.932, -0.164, 5.128], [-0.558, -1.887, 5.126], [1.153, -1.351, 3.437], [0.852, -3.310, -3.463], [0.638, -4.819, -2.546], [2.244, -4.130, -2.743], [1.975, -4.577, -0.108], [2.073, -4.603, 2.129], [0.942, -3.608, 3.051], [2.601, -3.068, 2.833], [0.942, 3.095, -0.954], [2.584, 2.458, -1.200], [2.317, 3.883, -0.199], [2.925, 3.257, 2.206], [2.799, 2.069, 4.663], [2.921, 0.321, 4.452], [1.369, 1.050, 4.861], [3.678, -1.604, 1.111], [3.628, -1.527, -0.383], [4.498, -2.289, -1.170], [4.448, -2.172, -2.545], [3.530, -1.295, -3.111], [2.715, -0.573, -2.256], [2.751, -0.686, -0.929], [1.742, 0.414, -2.794], [2.079, 1.088, -3.959], [1.255, 2.085, -4.443], [0.099, 2.385, -3.745], [-0.210, 1.676, -2.594], [0.606, 0.712, -2.117], [-1.408, 2.009, -1.785], [-2.370, 2.859, -2.281], [-3.429, 3.247, -1.463], [-3.424, 2.812, -0.164], [-2.426, 1.944, 0.299], [-2.458, 1.614, 1.754], [-1.477, 1.482, -0.531], [4.027, -2.579, 1.449], [2.701, -1.388, 1.544], [4.380, -0.857, 1.488], [5.203, -2.959, -0.698], [5.109, -2.756, -3.172], [3.459, -1.189, -4.186], [3.010, 0.851, -4.453], [1.520, 2.640, -5.333], [-0.521, 3.200, -4.078], [-2.319, 3.233, -3.291], [-4.202, 3.906, -1.834], [-4.180, 3.138, 0.537], [-2.737, 2.517, 2.291], [-1.493, 1.302, 2.137], [-3.224, 0.866, 1.959], [-0.675, 4.405, 4.310], [-0.499, 4.316, 2.816], [-0.409, 5.498, 2.172], [-0.442, 3.242, 2.220], [-1.618, 4.896, 4.552], [0.125, 4.994, 4.760], [-0.674, 3.406, 4.735], [-0.465, 6.373, 2.662], [-0.298, 5.513, 1.173], [-1.264, -1.051, -4.353], [-2.287, -1.448, -2.938], [-3.901, -0.733, -3.216], [-2.462, -3.228, -2.893], [-1.710, -0.912, -1.622], [-1.599, -1.631, -5.214], [-0.224, -1.299, -4.137], [-1.341, 0.009, -4.596], [-4.220, -0.927, -4.241], [-3.852, 0.344, -3.052], [-4.635, -1.166, -2.535], [-3.182, -3.542, -3.651], [-2.822, -3.544, -1.915], [-1.508, -3.711, -3.101]], "lowdin_charge": [1.893, 0.002, -0.293, 0.048, -0.236, 0.026, 0.018, -0.043, -0.578, -0.001, -0.006, -0.364, 0.001, 0.075, -0.321, 0.010, 0.033, -0.065, -0.288, 0.011, 0.042, -0.235, 0.025, 0.103, 0.023, 0.105, 0.140, 0.100, 0.090, 0.097, 0.130, 0.071, 0.103, 0.091, 0.146, 0.103, 0.103, 0.093, 0.068, 0.089, 0.102, 0.137, 0.099, 0.099, 0.086, -0.010, -0.277, 0.022, -0.009, 0.005, -0.240, 0.140, -0.191, 0.028, 0.025, 0.017, -0.238, 0.030, -0.223, 0.009, 0.010, 0.024, -0.244, -0.026, 0.052, 0.100, 0.032, 0.120, 0.135, 0.133, 0.125, 0.131, 0.139, 0.124, 0.120, 0.136, 0.139, 0.101, 0.059, 0.095, 0.016, -0.553, 0.183, -0.013, 0.096, 0.095, 0.078, 0.119, 0.110, -0.135, 0.649, -0.129, -0.123, -0.505, 0.085, 0.043, 0.060, 0.083, 0.057, 0.070, 0.083, 0.066, 0.044], "e_above_lowest_kj_mol": 234.8, "molar_mass_da": 893.5, "total_charge": 3, "energy_ha": -2571.20979, "spin_multiplicity": 3, "gap_ev": [6.597, 5.748], "homo_ha": [-0.582, -0.593]}

***

2.
{"formula": "C4H9BO2S", "method": "ωB97M-V/def2-TZVPD", "species": ["B", "C", "C", "C", "C", "O", "O", "S", "H", "H", "H", "H", "H", "H", "H", "H", "H"], "xyz": [[0.382, 0.874, 1.763], [-0.003, -1.228, -1.654], [0.276, -1.009, -0.075], [-1.165, -0.188, -1.925], [0.241, 0.489, 0.217], [0.289, 2.238, 2.102], [0.703, -0.100, 2.664], [-1.200, 1.113, -0.596], [0.885, -0.827, -2.309], [-0.451, -2.157, -1.985], [-0.647, -1.465, 0.386], [1.208, -1.576, 0.138], [-1.037, 0.358, -3.022], [-2.212, -0.633, -1.883], [1.526, 1.295, -0.173], [0.680, 2.607, 2.842], [0.525, 0.211, 3.509]], "lowdin_charge": [-0.706, -0.220, -0.246, -0.480, -0.551, 0.141, 0.192, 0.869, 0.132, 0.086, 0.131, 0.119, 0.114, 0.067, 0.227, 0.056, 0.070], "e_above_lowest_kj_mol": 143.8, "molar_mass_da": 132.0, "total_charge": 0, "energy_ha": -731.34649, "spin_multiplicity": 1, "gap_ev": 8.445, "homo_ha": -0.299}

***

3.
{"formula": "C3H7OS", "method": "ωB97M-V/def2-TZVPD", "species": ["C", "O", "C", "C", "S", "H", "H", "H", "H", "H", "H", "H"], "xyz": [[0.516, -1.263, 0.755], [-0.744, -1.409, 1.314], [0.386, -0.319, -0.432], [-0.677, 0.771, -0.019], [-1.179, 2.126, -1.157], [1.295, -0.860, 1.498], [0.770, -2.330, 0.296], [0.172, -0.904, -1.381], [1.364, 0.204, -0.747], [-1.635, 0.227, 0.286], [-0.375, 1.114, 1.030], [0.107, 2.644, -1.442]], "lowdin_charge": [-0.542, -0.422, -0.309, -0.636, 0.552, 0.081, 0.090, 0.095, 0.091, 0.068, 0.083, -0.150], "e_above_lowest_kj_mol": 214.4, "molar_mass_da": 91.2, "total_charge": -1, "smiles": "[O-]CCCS", "energy_ha": -591.88663, "spin_multiplicity": 1, "gap_ev": 5.727, "homo_ha": -0.088}

***

4.
{"formula": "C17H45Cl6N8O11P", "method": "ωB97M-V/def2-TZVPD", "species": ["O", "P", "N", "C", "C", "N", "C", "C", "N", "C", "C", "H", "H", "H", "H", "H", "H", "H", "H", "H", "H", "H", "H", "H", "H", "H", "H", "H", "H", "C", "N", "O", "O", "H", "H", "H", "C", "N", "O", "O", "H", "H", "H", "C", "N", "O", "O", "H", "H", "H", "C", "N", "O", "O", "H", "H", "H", "C", "N", "O", "O", "H", "H", "H", "Cl", "C", "C", "Cl", "H", "H", "H", "H", "Cl", "C", "C", "Cl", "H", "H", "H", "H", "Cl", "C", "C", "Cl", "H", "H", "H", "H"], "xyz": [[-1.433, -5.573, 1.526], [-1.249, -4.818, 0.285], [-0.638, -3.304, 0.518], [-1.181, -2.573, 1.641], [0.239, -2.582, -0.382], [-2.659, -4.619, -0.569], [-3.758, -5.589, -0.466], [-2.660, -3.839, -1.768], [-0.180, -5.485, -0.790], [-0.575, -6.295, -1.909], [1.234, -5.592, -0.461], [-0.473, -1.822, 2.002], [-1.315, -3.263, 2.474], [-2.124, -2.081, 1.376], [1.266, -2.744, -0.054], [0.003, -1.521, -0.308], [0.048, -2.878, -1.411], [-4.640, -5.125, -0.031], [-3.956, -6.034, -1.449], [-3.421, -6.433, 0.141], [-2.122, -2.901, -1.613], [-2.155, -4.310, -2.622], [-3.700, -3.627, -2.007], [-1.654, -6.425, -1.991], [-0.211, -5.881, -2.856], [-0.165, -7.307, -1.807], [1.366, -6.318, 0.363], [1.679, -4.665, -0.117], [1.782, -6.059, -1.276], [-3.475, 0.906, 2.558], [-3.751, -0.077, 3.659], [-2.820, -0.382, 4.370], [-4.888, -0.414, 3.848], [-4.010, 0.538, 1.690], [-2.408, 0.932, 2.406], [-3.899, 1.850, 2.882], [3.891, 2.313, 2.510], [3.008, 3.485, 2.482], [2.931, 4.164, 3.471], [2.398, 3.672, 1.465], [4.554, 2.371, 1.647], [3.228, 1.474, 2.298], [4.466, 2.203, 3.415], [-0.454, 2.298, 5.177], [-0.001, 2.149, 3.776], [-0.504, 2.859, 2.939], [0.792, 1.279, 3.540], [-1.424, 1.805, 5.215], [-0.613, 3.349, 5.386], [0.278, 1.846, 5.826], [6.449, 4.032, -1.032], [5.094, 4.448, -0.609], [5.021, 5.146, 0.367], [4.159, 4.033, -1.245], [6.944, 4.883, -1.494], [6.389, 3.245, -1.773], [6.996, 3.710, -0.155], [3.721, -1.447, 1.481], [3.924, -2.845, 1.931], [5.044, -3.200, 2.220], [2.958, -3.570, 1.874], [2.652, -1.307, 1.651], [3.994, -1.238, 0.459], [4.170, -0.753, 2.186], [-3.151, 4.693, -2.121], [-3.515, 3.043, -2.666], [-4.981, 2.710, -2.457], [-5.406, 2.508, -0.746], [-2.905, 2.326, -2.122], [-3.342, 2.990, -3.740], [-5.287, 1.796, -2.967], [-5.611, 3.471, -2.924], [-1.089, 0.931, -0.131], [0.012, 2.338, -0.257], [1.169, 2.091, -1.185], [2.252, 0.849, -0.470], [0.401, 2.512, 0.744], [-0.608, 3.206, -0.476], [1.772, 2.984, -1.339], [0.935, 1.649, -2.150], [0.126, 6.312, -5.650], [-0.779, 4.830, -5.250], [-0.135, 4.027, -4.152], [1.472, 3.426, -4.607], [-0.879, 4.253, -6.166], [-1.762, 5.169, -4.924], [-0.802, 3.203, -3.881], [-0.047, 4.590, -3.224]], "lowdin_charge": [-0.273, 0.470, -0.294, -0.108, -0.120, -0.312, -0.101, -0.125, -0.297, -0.125, -0.093, 0.080, 0.079, 0.076, 0.051, 0.016, 0.078, 0.082, 0.077, 0.076, 0.068, 0.074, 0.086, 0.066, 0.085, 0.088, 0.096, 0.041, 0.082, 0.033, -0.454, 0.051, 0.078, 0.083, 0.038, 0.106, 0.025, -0.454, 0.083, 0.050, 0.091, 0.057, 0.100, 0.062, -0.444, 0.058, 0.067, 0.091, 0.102, 0.100, 0.043, -0.459, 0.075, 0.064, 0.103, 0.095, 0.097, 0.004, -0.441, 0.076, 0.068, 0.077, 0.078, 0.086, 0.574, -0.666, -0.676, 0.554, 0.036, 0.070, 0.073, 0.072, 0.605, -0.622, -0.618, 0.608, 0.017, 0.070, 0.054, 0.045, 0.545, -0.672, -0.698, 0.572, 0.070, 0.052, 0.058, 0.065], "e_above_lowest_kj_mol": 0.0, "molar_mass_da": 781.3, "total_charge": 0, "smiles": "CN(C)P(=O)(N(C)C)N(C)C.C[N+](=O)[O-].C[N+](=O)[O-].C[N+](=O)[O-].C[N+](=O)[O-].C[N+](=O)[O-].ClCCCl.ClCCCl.ClCCCl", "energy_ha": -5042.50556, "spin_multiplicity": 1, "gap_ev": 8.440, "homo_ha": -0.309}